Density functional theory data (ωB97M-V with the def2-TZVPD basis set) for a gas-phase ion, C6H12N (charge +1).

Output
F_max, eV/A: 3.7
Structure (SMILES): C[C@H]1C[C@H]2C[N@+]21C
Total charge: +1
LUMO, eV: -2.67
Gap between HOMO and LUMO, eV: 12.92
ΔE to the lowest compared entry with this formula, charge and spin, eV: 2.771

```
19
C6H12N, DFT ωB97M-V with the def2-TZVPD basis set
N 0.40791 -0.56027 0.03611
C 0.14001 0.90960 0.02972
C 1.71149 -1.16456 -0.34079
C -0.38851 1.69864 -1.07968
C -0.54995 -0.82433 1.12290
C -0.81196 0.71775 1.30404
C -0.82456 -1.31709 -0.28090
H -1.95097 1.01225 1.08295
H 2.45710 -0.55772 0.23416
H -0.83249 -2.37959 -0.46769
H -1.74045 -0.80807 -0.79243
H 1.78239 -1.04403 -1.37798
H 0.35379 1.98088 -1.93538
H 1.76940 -2.28684 -0.18351
H -0.81455 2.54184 -0.54597
H -0.35820 1.08370 2.27894
H -1.27040 1.14484 -1.62635
H 1.08007 1.26923 0.49092
H -0.16012 -1.41622 2.05093
```

natural (NBO) population analysis, charges in e, atoms 1 to 6: atom 1 (N): -0.21, atom 2 (C): -0.03, atom 3 (C): -0.40, atom 4 (C): -0.65, atom 5 (C): -0.03, atom 6 (C): -0.42